No. 1
Entry from the OMol25 dataset: a molecular structure, C16H14N3O3SV at a distorted geometry (ωB97M-V/def2-TZVPD).

Values from the calculation:
Kohn-Sham gap (spin up / spin down)   5.3 / 7.7 eV
Highest occupied orbital energy (spin up / spin down)   -2.36 / -4.80 eV
2S+1   4
Total charge   -1
Lowest unoccupied orbital energy (spin up / spin down)   2.898 / 2.881 eV
Max |F|   0.038 Eh/bohr
Relative energy (zero: lowest compared OMol25 entry of this formula, charge and spin)   5.2 kcal/mol

Last column: Mulliken spin population.
CARTESIAN COORDINATES (ANGSTROEM)
V1 0.07 -0.30 0.01  2.481
O1 -1.50 -0.59 -1.21  0.005
C1 -1.55 -0.48 -2.51  0.041
C2 -2.69 -0.97 -3.20  -0.021
C3 -2.81 -0.87 -4.56  0.052
C4 -1.80 -0.27 -5.34  -0.028
C5 -0.69 0.21 -4.69  0.031
C6 -0.52 0.11 -3.30  -0.003
C7 0.70 0.67 -2.75  0.240
N1 1.07 0.54 -1.50  -0.079
C8 2.29 1.26 -1.09  0.023
C9 2.75 0.71 0.25  0.004
N2 1.56 0.52 1.10  -0.049
C10 1.63 0.71 2.36  0.122
C11 0.51 0.51 3.27  0.010
C12 0.76 0.75 4.63  0.010
C13 -0.22 0.64 5.59  -0.011
C14 -1.51 0.27 5.17  0.024
C15 -1.79 0.03 3.85  -0.010
C16 -0.79 0.12 2.85  0.024
O2 -1.12 -0.13 1.61  -0.002
H1 -3.46 -1.43 -2.59  0.000
H2 -3.70 -1.26 -5.05  0.006
H3 -1.90 -0.18 -6.41  -0.001
H4 0.11 0.69 -5.26  -0.001
H5 1.34 1.24 -3.43  0.031
H6 2.07 2.32 -0.99  -0.007
H7 3.08 1.15 -1.84  -0.003
H8 3.46 1.40 0.73  -0.002
H9 3.24 -0.26 0.12  0.002
H10 2.56 1.07 2.81  0.018
H11 1.76 1.04 4.91  0.000
H12 0.00 0.83 6.63  0.000
H13 -2.30 0.17 5.91  0.002
H14 -2.78 -0.26 3.52  0.000
O3 1.14 -4.55 0.14  0.093
S1 0.24 -3.39 0.23  0.149
N3 0.79 -2.02 0.05  -0.149



No. 2
Entry from the OMol25 dataset: C41H32O27 in the gas phase at a distorted geometry (ωB97M-V/def2-TZVPD).

Values from the calculation:
Kohn-Sham gap   8.6 eV
Highest occupied orbital energy   -8.49 eV
Total charge   0
Lowest unoccupied orbital energy   0.148 eV
Max |F|   0.024 Eh/bohr
Relative energy (zero: lowest compared OMol25 entry of this formula, charge and spin)   0.0 kcal/mol

Last column: natural (NBO) charge in e.
CARTESIAN COORDINATES (ANGSTROEM)
O1 3.08 2.40 -0.31  -0.645
C1 3.51 2.33 -1.44  0.835
O2 2.92 2.87 -2.49  -0.699
H1 2.05 3.28 -2.29  0.534
C2 4.81 1.65 -1.82  -0.519
H2 4.90 1.67 -2.91  0.234
H3 5.63 2.24 -1.39  0.276
C3 4.95 0.21 -1.31  -0.312
C4 3.81 -0.70 -1.71  0.827
O3 3.88 -1.90 -1.72  -0.581
O4 2.69 -0.02 -2.00  -0.537
C5 1.45 -0.71 -1.91  0.054
C6 0.34 0.33 -2.12  0.052
C7 0.32 1.04 -3.48  -0.084
H4 1.24 1.62 -3.62  0.219
H5 0.19 0.33 -4.30  0.204
O5 -0.83 1.87 -3.46  -0.522
C8 -0.75 2.99 -2.70  0.844
O6 0.26 3.64 -2.56  -0.627
C9 -2.04 3.27 -2.04  -0.163
C10 -3.25 2.82 -2.56  -0.245
C11 -4.41 2.94 -1.82  0.241
C12 -4.35 3.47 -0.52  0.250
C13 -3.13 3.89 0.01  0.240
C14 -1.98 3.82 -0.76  -0.253
H6 -1.03 4.13 -0.35  0.242
O7 -3.15 4.34 1.30  -0.697
H7 -2.28 4.23 1.69  0.518
O8 -5.49 3.51 0.22  -0.696
H8 -5.25 3.87 1.09  0.512
O9 -5.59 2.49 -2.31  -0.666
H9 -6.27 2.67 -1.65  0.498
H10 -3.29 2.38 -3.55  0.237
H11 -0.63 -0.18 -1.98  0.216
O10 0.46 1.38 -1.17  -0.541
C15 0.43 1.01 0.17  0.402
O11 -0.88 0.58 0.51  -0.529
C16 -1.61 1.38 1.31  0.820
O12 -1.17 2.35 1.88  -0.618
C17 -3.02 0.94 1.38  -0.162
C18 -3.65 0.46 0.24  -0.251
C19 -5.00 0.16 0.28  0.227
C20 -5.70 0.29 1.48  0.235
C21 -5.06 0.76 2.63  0.255
C22 -3.72 1.11 2.57  -0.245
H12 -3.23 1.50 3.44  0.242
O13 -5.74 0.87 3.79  -0.659
H13 -6.66 0.60 3.63  0.496
O14 -7.03 -0.05 1.57  -0.697
H14 -7.30 -0.36 0.69  0.509
O15 -5.72 -0.26 -0.79  -0.696
H15 -5.17 -0.27 -1.58  0.506
H16 -3.10 0.36 -0.69  0.232
H17 0.67 1.92 0.74  0.234
C23 1.49 -0.06 0.44  -0.033
O16 1.58 -0.28 1.83  -0.496
C24 2.76 -0.66 2.35  0.808
O17 3.01 -0.41 3.49  -0.524
C25 3.69 -1.57 1.57  -0.177
C26 4.81 -1.20 0.82  -0.001
C27 5.73 -2.20 0.52  0.215
C28 5.52 -3.54 0.82  0.214
C29 4.34 -3.91 1.48  0.283
C30 3.47 -2.91 1.88  -0.233
H18 2.58 -3.19 2.44  0.257
O18 4.08 -5.20 1.75  -0.647
H19 4.82 -5.73 1.42  0.497
O19 6.42 -4.51 0.51  -0.677
H20 7.15 -4.11 0.02  0.507
O20 6.95 -1.93 -0.10  -0.492
C31 7.44 -0.69 -0.09  0.775
O21 8.49 -0.43 -0.62  -0.565
C32 6.61 0.39 0.60  0.004
O22 7.09 1.65 0.22  -0.710
H21 7.97 1.52 -0.18  0.500
C33 5.13 0.16 0.25  -0.270
H22 4.52 0.95 0.71  0.274
H23 6.73 0.26 1.69  0.210
H24 2.43 0.42 0.12  0.249
C34 1.26 -1.27 -0.48  0.075
O23 -0.06 -1.77 -0.41  -0.537
C35 -0.44 -2.39 0.74  0.808
O24 0.32 -2.70 1.61  -0.581
C36 -1.91 -2.58 0.77  -0.142
C37 -2.65 -2.71 -0.40  -0.246
C38 -4.03 -2.85 -0.33  0.254
C39 -4.66 -2.83 0.91  0.239
C40 -3.91 -2.68 2.08  0.237
C41 -2.54 -2.57 2.01  -0.252
H25 -1.94 -2.46 2.90  0.235
O25 -4.62 -2.63 3.25  -0.689
H26 -4.01 -2.49 3.99  0.500
O26 -6.02 -2.94 0.95  -0.699
H27 -6.29 -2.88 1.88  0.509
O27 -4.76 -2.97 -1.47  -0.667
H28 -5.69 -3.05 -1.21  0.499
H29 -2.17 -2.72 -1.37  0.235
H30 1.97 -2.07 -0.25  0.246
H31 1.39 -1.52 -2.65  0.222
H32 5.85 -0.22 -1.76  0.238



No. 3
Entry from the OMol25 dataset: C6H12O in the gas phase at a distorted geometry (ωB97M-V/def2-TZVPD).

Values from the calculation:
Kohn-Sham gap   10.3 eV
Highest occupied orbital energy   -9.29 eV
Structure (SMILES)   C=CCCCCO
Total charge   0
Lowest unoccupied orbital energy   0.973 eV
Max |F|   0.090 Eh/bohr
Relative energy (zero: lowest compared OMol25 entry of this formula, charge and spin)   78.1 kcal/mol

Last column: natural (NBO) charge in e.
CARTESIAN COORDINATES (ANGSTROEM)
C1 1.50 -0.74 -2.06  -0.392
C2 1.51 -0.94 -0.74  -0.167
C3 1.47 0.08 0.26  -0.492
C4 0.29 1.00 0.04  -0.411
C5 -1.06 0.23 -0.08  -0.440
C6 -1.76 -0.31 1.13  -0.077
O1 -2.68 0.78 1.58  -0.763
H1 1.58 0.17 -2.45  0.180
H2 1.61 -1.59 -2.69  0.195
H3 1.81 -1.97 -0.43  0.196
H4 2.45 0.61 0.48  0.229
H5 1.71 -0.42 1.24  0.220
H6 0.33 1.46 -0.99  0.211
H7 0.54 1.87 0.65  0.226
H8 -1.03 -0.55 -0.80  0.224
H9 -1.92 0.85 -0.51  0.233
H10 -1.22 -0.51 1.97  0.174
H11 -2.59 -0.94 0.83  0.191
H12 -2.56 0.93 2.56  0.462



No. 4
Entry from the OMol25 dataset: 2 unconnected molecules or ions with the total composition C6H12N2O at a distorted geometry (ωB97M-V/def2-TZVPD).

Values from the calculation:
Kohn-Sham gap   9.8 eV
Highest occupied orbital energy   -9.16 eV
Total charge   0
Lowest unoccupied orbital energy   0.645 eV
Max |F|   0.108 Eh/bohr
Relative energy (zero: lowest compared OMol25 entry of this formula, charge and spin)   94.0 kcal/mol

Last column: natural (NBO) charge in e.
CARTESIAN COORDINATES (ANGSTROEM)
C1 -1.18 0.76 -1.51  -0.106
C2 -1.32 -0.01 1.19  -0.697
C3 2.18 -0.05 -0.12  -0.421
C4 0.92 1.87 0.68  -0.422
C5 -1.08 -2.19 -0.85  -0.308
C6 -0.19 -0.30 0.23  0.757
N1 -1.52 1.47 -2.37  -0.537
N2 0.92 0.43 0.39  -0.435
O1 -0.07 -1.57 -0.15  -0.520
H1 -1.26 1.01 1.56  0.238
H2 -1.15 -0.53 2.12  0.228
H3 -2.37 -0.25 0.85  0.257
H4 1.92 -0.85 -0.89  0.235
H5 2.72 0.63 -0.70  0.216
H6 2.81 -0.54 0.75  0.208
H7 1.85 2.19 0.31  0.211
H8 0.13 2.52 0.23  0.249
H9 1.03 2.18 1.76  0.206
H10 -1.61 -1.36 -1.55  0.233
H11 -1.95 -2.53 -0.24  0.189
H12 -0.77 -2.87 -1.68  0.218



No. 5
Entry from the OMol25 dataset: 5 unconnected molecules or ions with the total composition C26H59BrN5O9P at a distorted geometry (ωB97M-V/def2-TZVPD).

Values from the calculation:
Kohn-Sham gap   9.4 eV
Highest occupied orbital energy   -8.93 eV
Structure (SMILES)   C#C[C@@H]1C(=O)O[C@H](C[C@@H](C)Br)[C@]1(N)CP(=O)(O)O.COC[C@@H](C)N.COC[C@@H](C)N.COC[C@@H](C)N.COC[C@@H](C)N
Total charge   0
Lowest unoccupied orbital energy   0.435 eV
Max |F|   0.031 Eh/bohr

Last column: Mulliken charge in e.
CARTESIAN COORDINATES (ANGSTROEM)
C1 2.14 -0.30 -1.31  -0.734
C2 1.68 0.64 -0.73  -1.445
C3 1.04 1.78 -0.08  1.693
C4 -0.42 1.45 0.22  0.024
O1 -1.00 0.42 0.18  -0.619
O2 -1.05 2.66 0.44  -0.332
C5 -0.64 3.48 -0.67  -1.032
C6 -1.60 3.22 -1.83  -0.545
C7 -2.98 3.92 -1.77  -0.051
C8 -4.14 2.96 -2.05  -1.281
Br1 -3.33 4.85 -0.07  -0.197
C9 0.88 3.09 -0.92  1.344
N1 1.73 4.10 -0.27  -0.730
C10 1.31 2.99 -2.37  -1.446
P1 3.10 3.12 -2.64  0.707
O3 3.51 4.50 -2.94  -0.785
O4 3.29 2.06 -3.82  -0.435
O5 3.94 2.50 -1.44  -0.486
H1 2.58 -1.18 -1.71  0.818
H2 1.55 2.06 0.84  0.212
H3 -0.63 4.54 -0.43  0.872
H4 -1.77 2.15 -1.93  0.288
H5 -1.13 3.54 -2.76  0.291
H6 -2.99 4.71 -2.51  0.496
H7 -5.01 3.22 -1.45  0.362
H8 -3.87 1.93 -1.79  0.385
H9 -4.44 3.01 -3.10  0.317
H10 1.77 4.97 -0.79  0.352
H11 1.43 4.28 0.68  0.258
H12 0.89 3.79 -2.97  0.958
H13 0.98 2.02 -2.77  0.135
H14 4.22 1.81 -3.94  0.293
H15 4.59 3.16 -1.14  0.334
C11 0.66 3.38 4.09  -0.864
O6 1.25 2.35 3.32  -0.039
C12 1.98 1.38 4.05  -0.845
C13 1.11 0.28 4.68  0.348
C14 0.35 0.73 5.92  -1.462
N2 0.15 -0.28 3.72  -0.325
H16 1.29 3.65 4.94  0.394
H17 -0.34 3.11 4.44  0.244
H18 0.56 4.25 3.44  0.246
H19 2.64 0.90 3.31  0.309
H20 2.62 1.86 4.79  0.482
H21 1.79 -0.52 4.98  0.406
H22 -0.52 1.33 5.66  0.234
H23 -0.02 -0.14 6.46  0.345
H24 0.98 1.30 6.61  0.376
H25 0.66 -0.68 2.93  0.070
H26 -0.38 0.49 3.32  0.140
C15 -6.58 -0.72 4.14  -0.648
O7 -5.46 -1.38 4.69  -0.393
C16 -4.38 -1.58 3.79  -1.018
C17 -3.45 -0.38 3.60  0.831
C18 -4.04 0.73 2.73  -1.472
N3 -3.02 0.20 4.88  -0.552
H27 -6.74 -0.99 3.10  0.292
H28 -6.49 0.37 4.22  0.226
H29 -7.45 -1.03 4.72  0.268
H30 -3.79 -2.40 4.23  0.380
H31 -4.76 -1.94 2.82  0.456
H32 -2.56 -0.75 3.10  0.252
H33 -4.77 1.33 3.27  0.275
H34 -3.25 1.41 2.40  0.215
H35 -4.52 0.32 1.84  0.356
H36 -2.52 -0.51 5.41  0.264
H37 -3.86 0.39 5.43  0.271
C19 1.81 -3.42 1.11  -0.265
O8 2.89 -3.43 0.19  -0.287
C20 3.61 -4.64 0.10  -0.805
C21 2.97 -5.71 -0.80  0.308
C22 1.77 -6.40 -0.16  -1.449
N4 2.57 -5.18 -2.11  -0.614
H38 2.02 -4.04 1.99  0.365
H39 0.88 -3.76 0.64  0.231
H40 1.66 -2.39 1.42  -0.211
H41 4.58 -4.36 -0.34  0.329
H42 3.81 -5.04 1.10  0.416
H43 3.74 -6.46 -0.97  0.447
H44 0.88 -5.78 -0.20  0.282
H45 1.55 -7.32 -0.71  0.358
H46 1.97 -6.67 0.88  0.355
H47 3.39 -4.82 -2.59  0.263
H48 1.98 -4.37 -1.96  0.254
C23 1.61 -3.33 -5.71  -0.775
O9 1.85 -2.47 -4.62  -0.296
C24 1.96 -1.09 -4.94  -0.480
C25 0.63 -0.35 -5.09  0.896
C26 -0.11 -0.64 -6.39  -1.709
N5 -0.28 -0.60 -3.96  -0.608
H49 2.12 -2.98 -6.62  0.343
H50 0.54 -3.44 -5.92  0.268
H51 2.00 -4.31 -5.45  0.259
H52 2.49 -0.64 -4.10  -0.047
H53 2.59 -0.96 -5.83  0.512
H54 0.88 0.72 -5.08  0.198
H55 -0.61 -1.60 -6.36  0.318
H56 -0.88 0.12 -6.56  0.413
H57 0.57 -0.63 -7.24  0.343
H58 0.17 -0.29 -3.09  -0.046
H59 -0.38 -1.60 -3.85  0.352



No. 6
Entry from the OMol25 dataset: 2 unconnected molecules or ions with the total composition C15H29FNO8P at a distorted geometry (ωB97M-V/def2-TZVPD).

Values from the calculation:
Kohn-Sham gap   9.9 eV
Highest occupied orbital energy   -10.13 eV
Structure (SMILES)   C[C@H](F)[C@]1(CCCN)CC(=O)O[C@@]1(C)CP(=O)(O)O.CCOC(=O)OC
Total charge   0
Lowest unoccupied orbital energy   -0.210 eV
Max |F|   0.105 Eh/bohr

Last column: natural (NBO) charge in e.
CARTESIAN COORDINATES (ANGSTROEM)
C1 -0.71 0.24 0.46  -0.677
C2 -0.93 0.64 -1.08  0.207
F1 -1.76 -0.40 -1.65  -0.386
C3 0.39 1.01 -1.91  -0.057
C4 1.66 1.55 -1.06  -0.447
C5 1.55 3.08 -0.59  -0.426
C6 0.28 3.46 0.30  -0.237
N1 0.45 4.93 0.66  -0.824
C7 -0.17 2.19 -2.89  -0.545
C8 1.11 2.19 -3.89  0.788
O1 1.50 3.17 -4.59  -0.552
O2 1.76 0.90 -3.95  -0.530
C9 0.87 0.04 -3.12  0.283
C10 -0.18 -0.44 -4.24  -0.675
C11 1.87 -1.02 -2.45  -0.822
P1 2.15 -2.61 -3.41  2.221
O3 2.35 -2.34 -4.92  -1.044
O4 0.77 -3.65 -3.26  -0.954
O5 3.46 -3.51 -2.76  -0.943
H1 -1.53 -0.53 0.72  0.253
H2 0.28 -0.32 0.65  0.206
H3 -0.87 1.11 1.19  0.235
H4 -1.59 1.59 -1.07  0.175
H5 2.65 1.48 -1.66  0.248
H6 1.86 0.92 -0.12  0.225
H7 2.48 3.28 0.07  0.235
H8 1.66 3.81 -1.47  0.219
H9 0.36 2.90 1.29  0.200
H10 -0.73 3.38 -0.22  0.170
H11 0.33 5.46 -0.23  0.346
H12 -0.42 5.15 1.19  0.349
H13 -1.16 1.97 -3.45  0.261
H14 -0.46 3.19 -2.39  0.250
H15 -1.26 -0.08 -4.06  0.230
H16 -0.24 -1.56 -4.41  0.248
H17 0.11 0.02 -5.26  0.260
H18 1.45 -1.32 -1.41  0.236
H19 2.92 -0.59 -2.22  0.294
H20 0.12 -3.15 -2.69  0.489
H21 3.23 -3.81 -1.85  0.492
C12 -2.59 -0.96 6.60  -0.640
C13 -3.34 -1.61 5.45  -0.072
O6 -2.54 -1.62 4.25  -0.496
C14 -1.58 -2.56 4.21  0.983
O7 -1.34 -3.37 5.06  -0.638
O8 -0.91 -2.41 3.05  -0.502
C15 0.22 -3.27 2.92  -0.256
H22 -2.24 0.03 6.31  0.211
H23 -3.23 -0.88 7.48  0.220
H24 -1.71 -1.54 6.87  0.226
H25 -4.23 -1.03 5.22  0.192
H26 -3.67 -2.62 5.70  0.196
H27 -0.06 -4.32 3.08  0.203
H28 1.00 -2.98 3.63  0.191
H29 0.61 -3.17 1.91  0.186



No. 7
Entry from the OMol25 dataset: 14 unconnected molecules or ions with the total composition C4H35NO14 at a distorted geometry (ωB97M-V/def2-TZVPD).

Values from the calculation:
Kohn-Sham gap   9.0 eV
Highest occupied orbital energy   -9.24 eV
Total charge   0
Lowest unoccupied orbital energy   -0.214 eV
Max |F|   0.060 Eh/bohr
Relative energy (zero: lowest compared OMol25 entry of this formula, charge and spin)   77.7 kcal/mol

Last column: natural (NBO) charge in e.
CARTESIAN COORDINATES (ANGSTROEM)
O1 1.11 1.25 -2.05  -0.584
C1 0.66 1.61 -3.11  0.474
C2 -0.68 2.26 -3.28  -0.551
C3 -1.84 1.63 -2.52  -0.414
C4 -1.97 2.15 -1.04  -0.237
N1 -1.10 3.30 -0.78  -0.861
H1 1.28 1.92 -4.00  0.098
H2 -0.60 3.30 -2.93  0.288
H3 -0.88 2.43 -4.34  0.221
H4 -1.70 0.54 -2.48  0.204
H5 -2.75 1.84 -3.07  0.221
H6 -3.00 2.48 -0.90  0.194
H7 -1.83 1.29 -0.39  0.186
H8 -1.39 3.81 0.04  0.374
H9 -0.17 2.93 -0.65  0.368
H10 -2.58 -3.88 2.07  0.478
H11 -2.07 -4.17 0.57  0.496
O2 -1.95 -3.66 1.38  -0.975
H12 2.65 3.42 -1.60  0.479
H13 2.88 2.39 -0.52  0.491
O3 2.34 3.17 -0.73  -0.966
H14 2.37 -0.10 -0.67  0.474
H15 3.60 -0.04 -1.59  0.493
O4 3.23 0.30 -0.77  -0.956
H16 2.71 0.24 1.25  0.515
H17 3.35 -0.34 2.54  0.496
O5 2.86 -0.57 1.74  -0.986
H18 -0.97 0.91 2.27  0.475
H19 -2.29 1.18 1.64  0.488
O6 -1.71 1.53 2.33  -0.966
H20 1.18 -0.72 2.44  0.506
H21 0.31 -1.80 1.90  0.511
O7 0.22 -0.95 2.34  -0.993
H22 1.39 -3.66 -0.82  0.493
H23 0.74 -2.49 -1.33  0.467
O8 0.92 -3.39 -1.64  -0.967
H24 2.44 -2.12 0.45  0.493
H25 2.36 -3.05 1.61  0.490
O9 1.88 -2.82 0.81  -0.970
H26 -0.35 -0.72 0.84  0.488
H27 -0.20 -0.02 -0.56  0.474
O10 -0.82 -0.54 -0.02  -1.005
H28 -3.09 -0.52 -0.32  0.484
H29 -3.99 -1.53 0.42  0.475
O11 -4.01 -0.73 -0.12  -0.960
H30 1.68 2.61 1.17  0.501
H31 0.77 2.20 2.40  0.494
O12 1.53 1.95 1.87  -0.995
H32 0.08 0.21 4.09  0.470
H33 -0.71 1.46 4.42  0.476
O13 -0.18 0.77 4.83  -0.947
H34 -0.64 -4.85 -1.32  0.477
H35 -1.32 -4.29 -2.44  0.472
O14 -1.45 -5.01 -1.81  -0.952



No. 8
Entry from the OMol25 dataset: 2 unconnected molecules or ions with the total composition C4H5I at a distorted geometry (ωB97M-V/def2-TZVPD).

Values from the calculation:
Kohn-Sham gap (spin up / spin down)   8.1 / 8.6 eV
Highest occupied orbital energy (spin up / spin down)   -8.52 / -9.33 eV
Total charge   0
Lowest unoccupied orbital energy (spin up / spin down)   -0.428 / -0.690 eV
Max |F|   0.094 Eh/bohr
Relative energy (zero: lowest compared OMol25 entry of this formula, charge and spin)   101.6 kcal/mol

Last column: natural (NBO) charge in e.
CARTESIAN COORDINATES (ANGSTROEM)
C1 -0.15 -0.20 -1.27  -0.129
C2 -0.10 0.98 -0.55  -0.309
C3 0.01 -1.04 0.02  -0.475
C4 0.04 0.35 0.75  -0.158
I1 1.77 0.77 1.92  0.147
H1 -0.22 -0.28 -2.30  0.212
H2 -0.01 2.10 -0.80  0.227
H3 -0.66 -1.85 0.06  0.225
H4 0.96 -1.41 0.14  0.206
H5 -1.63 0.57 2.03  0.055



These records have E_tot values of -2350.4157 -3613.2635 -310.9348 -420.4341 -4892.3436 -1686.8187 -1281.4824 -452.8863 hartree, in the order they appear.